[1]
Computed, not measured: 2 unconnected molecules or ions with the total composition C4H8BrN5 at a distorted geometry, with wB97M-V/def2-TZVPD.

Atoms and positions in Å:
C  1.25286  -0.83837  0.22285
C  2.60061  -0.79816  -0.13961
C  -0.26474  -2.75253  0.15714
C  0.10885  1.12385  0.96003
N  2.99227  -1.97013  -0.67215
N  1.96804  -2.70765  -0.63974
N  0.96547  -2.08448  -0.03770
N  0.67676  2.19235  -0.98140
N  0.83698  2.04368  0.28088
Br  3.78690  0.65885  0.18987
H  -0.86200  -2.10112  0.84749
H  -0.74410  -2.92723  -0.80685
H  -0.06923  -3.70067  0.67328
H  -0.83534  0.71209  0.77350
H  0.30148  1.26380  1.99082
H  0.79649  1.29911  -1.41905
H  1.38056  2.84713  -1.48572
H  1.65977  2.37615  0.75222

Properties
- frontier orbital gap (eV) = 8.63
- energy above the lowest of the compared OMol25 structures with the same formula, charge and spin (kcal per mole) = 17.9
- spin multiplicity = 1
- F_max (eV/A) = 7.28

How is the electron density shared among the atoms? According to Löwdin, the charges in e are: number 1, C, carries -0.136; number 2, C, carries -0.796; number 3, C, carries -0.041; number 4, C, carries 0.064; number 5, N, carries -0.022; number 6, N, carries -0.013; number 7, N, carries -0.261; number 8, N, carries 0.014; number 9, N, carries -0.221; number 10, Br, carries 0.664; number 11, H, carries 0.098; number 12, H, carries 0.087; number 13, H, carries 0.090; number 14, H, carries 0.066; number 15, H, carries 0.081; number 16, H, carries 0.071; number 17, H, carries 0.157; number 18, H, carries 0.098

[2]
Computed, not measured: a molecular structure, C22H53AlN7O3 at a distorted geometry, with wB97M-V/def2-TZVPD.

Atoms and positions in Å:
C  0.38591  2.24450  2.77552
C  -0.09504  2.77818  1.41053
C  0.93433  3.72882  0.82300
C  0.61383  4.21955  -0.59244
C  1.27866  3.46711  -1.73365
C  1.14750  1.94037  -1.67083
C  2.27318  1.26134  -0.84639
C  3.08203  0.28124  -1.68843
C  3.50527  -1.05731  -1.04894
C  2.61069  -1.76251  -0.03340
C  1.32172  -2.49726  -0.53651
C  0.95359  -2.41418  -2.00552
C  -0.26677  -3.30370  -2.29706
C  -1.57518  -2.97321  -1.58736
C  -2.10926  -1.54813  -1.67334
C  -3.64021  -1.51958  -1.54298
Al  -4.40825  0.18312  -2.37211
C  -5.36410  1.34104  -0.96910
C  -6.10370  2.49782  -1.53907
C  -6.03828  3.80926  -0.79453
N  -6.80053  2.46410  -2.59129
H  1.01481  2.99181  3.23404
H  0.94734  1.33513  2.61792
H  -0.47580  2.04153  3.39231
H  -1.04812  3.27964  1.49479
H  -0.26004  1.92162  0.76804
H  1.92427  3.29914  0.91543
H  0.91903  4.60019  1.47306
H  -0.45342  4.25247  -0.73371
H  0.95728  5.24874  -0.66055
H  2.33413  3.71829  -1.81826
H  0.79040  3.77555  -2.64863
H  1.12718  1.57365  -2.68882
H  0.18629  1.69966  -1.25725
H  1.80100  0.81380  0.01793
H  2.90232  2.07496  -0.52673
H  4.00985  0.78510  -1.93929
H  2.62221  0.08144  -2.63957
H  4.46504  -0.90523  -0.56873
H  3.68288  -1.76132  -1.85247
H  3.23195  -2.54019  0.39289
H  2.34652  -1.14196  0.80809
H  0.48727  -2.20123  0.07895
H  1.47632  -3.55217  -0.31651
H  0.66823  -1.38990  -2.22160
H  1.76946  -2.68534  -2.66444
H  0.02913  -4.29024  -1.93395
H  -0.40577  -3.40486  -3.36710
H  -2.33335  -3.59288  -2.06060
H  -1.56374  -3.28240  -0.55097
H  -1.72399  -0.99590  -0.82290
H  -1.81864  -1.02521  -2.57909
H  -4.09775  -2.39280  -2.01051
H  -3.93467  -1.49240  -0.50093
H  -3.19613  1.08733  -2.97566
H  -5.42394  -0.10227  -3.61319
H  -6.04975  0.73819  -0.37437
H  -4.61610  1.71016  -0.27905
H  -7.03731  4.21262  -0.73074
H  -5.38393  4.49878  -1.30955
H  -5.68367  3.61698  0.21039
H  -6.74946  1.52654  -2.99387
C  -3.86978  -3.54393  1.89081
O  -3.35590  -2.51132  1.52318
N  -4.09519  -3.83428  3.21581
N  -4.26952  -4.50419  1.00023
H  -4.52146  -4.68244  3.53475
H  -3.81293  -3.14536  3.88697
H  -4.12038  -4.30478  0.02593
H  -4.70031  -5.36821  1.26596
C  2.99538  3.21575  5.72979
O  2.11172  2.38430  5.71205
N  4.25853  2.95431  5.26789
N  2.79993  4.48674  6.20624
H  5.00091  3.62650  5.26647
H  4.43021  2.03539  4.90513
H  1.88330  4.71074  6.54434
H  3.51269  5.19005  6.22405
C  6.13067  -4.22756  -0.63236
O  6.84335  -4.17315  0.35358
N  4.82275  -4.61790  -0.57541
N  6.58457  -3.89958  -1.88260
H  4.21923  -4.66512  -1.37435
H  4.45565  -4.85813  0.32609
H  7.53912  -3.60465  -1.95945
H  6.01473  -3.93078  -2.70603

Properties
- frontier orbital gap (eV) = 6.45
- spin multiplicity = 1
- F_max (eV/A) = 1.39
- total charge = -1

How is the electron density shared among the atoms? According to Löwdin, the charges in e are: number 1, C, carries -0.093; number 2, C, carries -0.256; number 3, C, carries -0.227; number 4, C, carries -0.203; number 5, C, carries -0.211; number 6, C, carries -0.186; number 7, C, carries -0.180; number 8, C, carries -0.192; number 9, C, carries -0.208; number 10, C, carries -0.192; number 11, C, carries -0.181; number 12, C, carries -0.214; number 13, C, carries -0.214; number 14, C, carries -0.236; number 15, C, carries -0.312; number 16, C, carries -0.307; number 17, Al, carries 0.282; number 18, C, carries -0.259; number 19, C, carries -0.565; number 20, C, carries -0.075; number 21, N, carries 0.086; number 22, H, carries 0.049; number 23, H, carries 0.064; number 24, H, carries 0.068; number 25, H, carries 0.105; number 26, H, carries 0.087; number 27, H, carries 0.096; number 28, H, carries 0.103; number 29, H, carries 0.110; number 30, H, carries 0.097; number 31, H, carries 0.106; number 32, H, carries 0.101; number 33, H, carries 0.099; number 34, H, carries 0.093; number 35, H, carries 0.091; number 36, H, carries 0.087; number 37, H, carries 0.101; number 38, H, carries 0.087; number 39, H, carries 0.100; number 40, H, carries 0.084; number 41, H, carries 0.073; number 42, H, carries 0.088; number 43, H, carries 0.102; number 44, H, carries 0.095; number 45, H, carries 0.100; number 46, H, carries 0.099; number 47, H, carries 0.095; number 48, H, carries 0.102; number 49, H, carries 0.091; number 50, H, carries 0.092; number 51, H, carries 0.096; number 52, H, carries 0.065; number 53, H, carries 0.027; number 54, H, carries 0.013; number 55, H, carries -0.093; number 56, H, carries -0.105; number 57, H, carries 0.053; number 58, H, carries 0.029; number 59, H, carries 0.058; number 60, H, carries 0.067; number 61, H, carries 0.055; number 62, H, carries -0.023; number 63, C, carries -0.677; number 64, O, carries 0.043; number 65, N, carries 0.138; number 66, N, carries 0.157; number 67, H, carries 0.081; number 68, H, carries 0.096; number 69, H, carries 0.094; number 70, H, carries 0.084; number 71, C, carries -0.688; number 72, O, carries 0.031; number 73, N, carries 0.146; number 74, N, carries 0.143; number 75, H, carries 0.086; number 76, H, carries 0.102; number 77, H, carries 0.100; number 78, H, carries 0.085; number 79, C, carries -0.690; number 80, O, carries 0.019; number 81, N, carries 0.156; number 82, N, carries 0.146; number 83, H, carries 0.094; number 84, H, carries 0.104; number 85, H, carries 0.098; number 86, H, carries 0.089

[3]
Computed, not measured: 3 unconnected molecules or ions with the total composition C40H39BrN2O5 at a distorted geometry, with wB97M-V/def2-TZVPD.

Atoms and positions in Å:
H  7.92696  5.21408  2.71563
N  7.12497  5.46292  3.36004
C  6.12609  4.56352  3.05500
C  6.44601  3.45302  1.88915
C  5.61571  2.07043  2.27320
C  6.48286  0.83566  2.99132
C  8.10850  1.02501  3.33055
C  9.29298  1.60421  3.87429
C  5.71778  -0.60521  3.35839
C  4.11711  -0.75764  2.99253
C  3.21674  0.47935  2.31669
C  3.98230  1.89408  1.95903
C  3.16894  3.14104  1.25040
O  3.72587  3.27400  -0.12247
C  3.07326  2.34842  -1.06150
C  3.87362  0.92962  -1.29948
C  5.52191  1.10553  -1.36859
C  1.58980  0.20337  2.04407
O  0.64677  1.09842  2.34964
C  1.25544  -1.30686  1.40779
C  0.15621  -1.51727  0.19997
N  -0.63771  -0.40466  -0.44808
C  -1.85894  -0.00666  0.35083
C  -2.66940  -1.24823  1.05047
C  -0.02902  -3.08811  -0.34377
C  -1.07451  -3.39514  -1.56984
C  -0.77343  -2.48889  -2.94131
O  -1.65786  -2.35417  -3.93998
C  0.86143  -4.30592  0.31955
C  1.97336  -4.10001  1.52810
C  2.86369  -5.38920  2.10258
C  4.47365  -5.02077  1.84863
O  5.42102  -5.15643  2.79275
Br  5.14502  -4.28206  0.06977
C  2.15879  -2.54447  2.07834
C  3.26923  -2.17203  3.27244
O  3.45505  -2.90125  4.37748
H  5.06859  4.51371  3.57046
H  7.61072  3.25972  1.72996
H  6.05985  3.91068  0.87019
H  10.27423  1.93381  4.46777
H  6.33585  -1.48434  3.87140
H  3.32269  4.15929  1.84800
H  2.01123  2.98634  1.17253
H  3.06589  2.90167  -2.11906
H  1.95794  2.09292  -0.81542
H  3.63402  0.11051  -0.46505
H  3.56149  0.40862  -2.32493
H  5.92886  0.79680  -0.29679
H  5.85474  2.19971  -1.64172
H  5.96802  0.28748  -2.11492
H  -0.04720  0.45201  -0.57348
H  -2.61674  0.48528  -0.42949
H  -1.65924  0.83856  1.15504
H  -3.18361  -1.96349  0.24568
H  -3.58552  -0.75634  1.63682
H  -2.06366  -1.84598  1.85806
H  -0.98677  -4.51263  -1.90847
H  -2.18340  -3.15702  -1.27967
H  0.24300  -1.87726  -3.06765
H  0.69472  -5.39996  -0.12319
H  2.64397  -6.28772  1.35206
H  2.62404  -5.64929  3.21821
C  -5.73513  1.18664  -2.88271
C  -6.29218  1.60474  -4.09089
C  -5.72276  1.20223  -5.29858
C  -4.59257  0.38436  -5.29825
C  -4.02997  -0.02615  -4.08998
C  -4.60159  0.37325  -2.88225
H  -6.18303  1.49493  -1.94193
H  -7.17139  2.24418  -4.09129
H  -6.15920  1.52548  -6.23999
H  -4.15024  0.06849  -6.23897
H  -3.14563  -0.65869  -4.08943
H  -4.16443  0.05134  -1.94078
C  -10.29577  0.93977  0.47313
C  -10.85283  1.35787  -0.73505
C  -10.28340  0.95536  -1.94273
C  -9.15321  0.13750  -1.94241
C  -8.59061  -0.27301  -0.73414
C  -9.16223  0.12639  0.47359
H  -10.74367  1.24807  1.41391
H  -11.73203  1.99731  -0.73545
H  -10.71984  1.27862  -2.88415
H  -8.71088  -0.17837  -2.88313
H  -7.70627  -0.90555  -0.73358
H  -8.72507  -0.19553  1.41507

Properties
- frontier orbital gap (eV) = 6.82
- spin multiplicity = 1
- F_max (eV/A) = 9.51
- SMILES string = [H]/N=C\Cc1c(C#C)cc2c(c1COCCC)C(=O)c1c(NCC)c(CC=O)cc(CC(=O)Br)c1C2=O.c1ccccc1.c1ccccc1

How is the electron density shared among the atoms? According to Löwdin, the charges in e are: number 1, H, carries 0.036; number 2, N, carries 0.031; number 3, C, carries -0.179; number 4, C, carries -0.160; number 5, C, carries -0.047; number 6, C, carries -0.095; number 7, C, carries -0.070; number 8, C, carries 0.064; number 9, C, carries 0.059; number 10, C, carries -0.011; number 11, C, carries 0.019; number 12, C, carries 0.006; number 13, C, carries -0.139; number 14, O, carries -0.226; number 15, C, carries -0.206; number 16, C, carries -0.221; number 17, C, carries -0.128; number 18, C, carries -0.180; number 19, O, carries -0.033; number 20, C, carries 0.043; number 21, C, carries -0.084; number 22, N, carries -0.046; number 23, C, carries -0.253; number 24, C, carries -0.119; number 25, C, carries -0.068; number 26, C, carries -0.119; number 27, C, carries -0.119; number 28, O, carries -0.101; number 29, C, carries 0.037; number 30, C, carries -0.104; number 31, C, carries -0.114; number 32, C, carries -0.598; number 33, O, carries -0.104; number 34, Br, carries 0.589; number 35, C, carries 0.028; number 36, C, carries -0.193; number 37, O, carries -0.018; number 38, H, carries 0.121; number 39, H, carries 0.118; number 40, H, carries 0.120; number 41, H, carries 0.068; number 42, H, carries 0.125; number 43, H, carries 0.140; number 44, H, carries 0.120; number 45, H, carries 0.143; number 46, H, carries 0.111; number 47, H, carries 0.096; number 48, H, carries 0.113; number 49, H, carries 0.067; number 50, H, carries 0.084; number 51, H, carries 0.084; number 52, H, carries 0.107; number 53, H, carries 0.108; number 54, H, carries 0.116; number 55, H, carries 0.075; number 56, H, carries 0.092; number 57, H, carries 0.084; number 58, H, carries 0.124; number 59, H, carries 0.108; number 60, H, carries 0.140; number 61, H, carries 0.108; number 62, H, carries 0.130; number 63, H, carries 0.140; number 64, C, carries -0.103; number 65, C, carries -0.105; number 66, C, carries -0.097; number 67, C, carries -0.089; number 68, C, carries -0.082; number 69, C, carries -0.090; number 70, H, carries 0.097; number 71, H, carries 0.100; number 72, H, carries 0.099; number 73, H, carries 0.102; number 74, H, carries 0.070; number 75, H, carries 0.075; number 76, C, carries -0.099; number 77, C, carries -0.099; number 78, C, carries -0.095; number 79, C, carries -0.103; number 80, C, carries -0.103; number 81, C, carries -0.098; number 82, H, carries 0.099; number 83, H, carries 0.100; number 84, H, carries 0.100; number 85, H, carries 0.099; number 86, H, carries 0.100; number 87, H, carries 0.099

Q: Number 3 is which compound?
A: C40H39BrN2O5